ORCA calculation (ωB97M-V with the def2-TZVPD basis set) on a structure of composition C34H53BrN2P2Pt in a non-equilibrium geometry.

```
93
Properties=species:S:1:pos:R:3:forces:R:3
N -6.525452 4.270744 -4.958141 0.0 0.1 -0.2
C -6.249206 4.698294 -3.725689 0.2 -0.3 -0.2
C -5.232895 4.141290 -2.952500 0.1 -0.8 -0.1
C -4.545365 2.990582 -3.416575 -0.9 0.4 -0.9
C -4.816483 2.602779 -4.745149 -0.4 0.3 0.4
C -5.797220 3.284774 -5.478407 0.4 -0.4 0.4
C -3.568446 2.288824 -2.591252 0.5 -0.3 -0.8
Pt -0.161967 0.182958 0.106623 2.9 1.8 2.8
P 2.811108 -1.161818 -0.342480 4.9 0.3 -0.1
C -2.736622 1.275485 -3.011881 -3.0 0.8 -0.7
C -1.551565 1.082281 -2.317062 0.2 -1.1 2.4
C -0.357708 0.676302 -2.877572 0.2 1.0 -0.1
C 0.843718 1.176018 -2.302369 -0.2 -0.6 0.0
C 0.739804 1.811528 -1.077820 -0.9 1.5 -2.3
C -0.491573 2.296548 -0.533639 -0.5 -1.5 1.3
C -1.595340 1.424225 -0.885461 0.5 0.8 -1.1
Br 1.827672 -1.322467 2.286610 -0.3 -0.7 0.4
H -3.431384 2.739047 -1.610058 0.3 0.1 -0.3
H -2.944986 0.734325 -3.934140 0.3 0.4 -0.1
H -5.010430 4.562408 -1.983522 0.0 -0.1 0.2
H -4.298743 1.759744 -5.184199 -0.1 0.1 -0.1
H -6.891610 5.494466 -3.339642 0.4 -0.2 -0.1
H -6.013637 2.973616 -6.508438 0.0 0.3 0.4
H -0.402349 0.132698 -3.816987 0.3 0.5 -0.2
H -2.502352 1.328427 -0.268472 0.2 0.8 -0.8
H 1.769044 1.097104 -2.848559 0.2 -0.2 0.2
H -0.642043 3.121794 0.167329 0.4 -0.4 -0.2
P -0.426777 -2.105302 -0.244320 -1.5 -1.2 -0.2
C 3.118845 0.576374 0.260227 -0.8 0.9 0.8
C 4.263596 1.563906 0.101278 0.8 -0.5 -0.5
H 2.869093 0.559513 1.328677 0.2 -0.2 -0.6
H 2.270420 1.109281 -0.191208 0.4 -0.6 0.2
H 4.050136 2.506959 0.653598 -0.1 -0.8 -0.2
H 5.177588 1.134138 0.521980 0.1 0.3 -0.3
H 4.386447 1.836034 -0.954527 0.4 -0.1 0.2
C 3.432128 -1.181006 -2.184232 -1.8 -0.2 -0.1
C 4.538328 -2.123308 -2.667876 0.2 -0.1 0.1
H 3.590826 -0.172986 -2.594591 -0.1 -0.1 0.6
H 2.473298 -1.527616 -2.612880 0.4 0.3 -0.5
H 4.359984 -2.412448 -3.715122 -0.1 0.2 0.3
H 5.531278 -1.658010 -2.641684 -0.3 0.0 0.2
H 4.579276 -3.039911 -2.078043 0.0 0.1 -0.4
C 4.082692 -2.516381 0.413121 -1.7 -0.6 0.0
C 5.041800 -2.150976 1.544384 0.2 0.4 0.1
H 4.638596 -3.098115 -0.336221 -0.5 0.7 -0.1
H 3.315030 -3.225356 0.792600 0.5 0.3 -0.1
H 4.983067 -2.915092 2.337555 -0.1 0.5 -0.2
H 6.087810 -2.157854 1.197650 -0.4 0.2 0.0
H 4.805403 -1.156753 1.944071 0.2 -0.3 0.2
C -0.706939 -3.346475 1.100211 0.4 0.5 0.2
C -1.395373 -4.640176 0.693230 -0.3 -0.2 -0.1
H -1.310793 -2.819930 1.856920 0.2 -0.1 -0.2
H 0.270433 -3.531786 1.561639 -0.2 0.0 -0.1
H -2.471266 -4.503917 0.539329 0.2 0.0 0.0
H -0.991168 -5.093368 -0.217403 0.0 0.1 0.2
H -1.270353 -5.371170 1.497481 -0.1 0.1 -0.1
C 0.400473 -3.050509 -1.606011 0.7 -0.2 0.6
C -0.070843 -2.824053 -3.037592 -0.1 0.0 -0.2
H 0.310338 -4.121646 -1.352722 0.0 0.5 -0.1
H 1.479747 -2.812968 -1.499420 -0.6 -0.4 -0.2
H -1.057715 -3.276211 -3.210324 0.3 0.2 0.1
H -0.118792 -1.764414 -3.317281 0.1 -0.4 0.2
H 0.634787 -3.320389 -3.718045 -0.2 0.1 0.1
C -2.118625 -1.785601 -0.874592 0.2 -0.3 -0.4
C -3.100165 -1.359168 0.211913 -0.4 -0.1 -0.1
H -2.438234 -2.664352 -1.438313 -0.4 0.0 0.1
H -1.967876 -0.966108 -1.589297 -0.3 -0.6 0.0
H -3.962290 -0.893893 -0.276456 -0.1 -0.1 0.2
H -3.452564 -2.216300 0.796994 0.0 0.2 -0.1
H -2.687984 -0.610866 0.909903 0.0 -0.3 -0.2
C 0.673385 0.409886 5.659431 0.2 0.1 0.7
N 0.055186 -0.359423 4.560214 -0.1 -0.1 -0.2
C -0.886781 -1.381391 5.110788 0.0 0.0 -0.1
C -0.677670 0.450427 3.492724 -0.1 -0.5 0.3
C 0.121473 1.622849 3.016737 -0.4 0.4 0.1
C 0.292412 2.722572 3.900458 0.1 0.2 -0.8
C 1.039230 3.843647 3.539685 0.3 -0.3 0.2
C 1.640324 3.880560 2.277425 -0.5 -0.8 -0.2
C 1.384089 2.834757 1.359058 0.1 0.7 0.3
C 0.617227 1.717392 1.722468 -0.4 0.3 -0.4
H -0.064991 1.059363 6.131933 0.0 -0.1 -0.1
H 1.519682 1.003568 5.312916 -0.2 -0.1 -0.1
H 1.033197 -0.295914 6.412699 0.0 0.0 -0.2
H 0.842242 -0.837027 4.026315 -0.7 0.2 0.3
H -1.800846 -0.846552 5.414075 0.3 -0.4 0.0
H -1.111005 -2.112610 4.322620 0.0 0.2 0.3
H -0.418381 -1.872208 5.973351 -0.2 0.1 -0.4
H -0.879719 -0.270955 2.686406 0.1 0.3 0.2
H -1.640563 0.742304 3.926677 0.2 0.1 0.1
H -0.218948 2.714578 4.861160 0.2 0.0 -0.2
H 1.185690 4.659528 4.261143 -0.2 -0.4 -0.5
H 2.228843 4.743556 1.956676 -0.2 -0.3 0.1
H 1.698307 3.037348 0.319917 0.0 -0.4 0.8
```
Positions in Å, forces in eV/Å.

Results
Frontier orbital gap (spin up / spin down) in eV: 5.00 / 4.18
Charge: +2
LUMO energy (spin up / spin down) in eV: -7.375 / -8.047
2S+1: 3

Mulliken atomic charge list, values in e, 6 entries: N -0.554; C -0.351; C -0.478; C 0.410; C -0.424; C -0.343

---

ORCA calculation (ωB97M-V with the def2-TZVPD basis set) on a cluster of 9 separate species, C22H63NO18 in total in a non-equilibrium geometry.

```
104
Properties=species:S:1:pos:R:3:forces:R:3
C 9.743508 10.138061 7.633652 0.9 0.5 0.9
O 9.894045 9.654594 8.959361 1.0 0.4 0.2
C 11.309206 9.522163 9.322420 -1.9 -0.5 0.3
C 11.467027 9.588730 10.830489 -0.4 -0.6 1.3
N 10.920205 8.364657 11.508909 0.1 0.8 -2.4
C 9.501092 8.190115 11.405103 -0.8 -1.7 1.0
C 9.003730 6.998888 12.304719 0.4 0.9 -1.6
O 8.922146 7.273243 13.667759 0.7 -0.1 0.9
C 8.407079 8.550970 14.037600 -0.2 -0.7 -0.3
H 8.711402 10.431418 7.503531 -0.2 -0.1 -0.2
H 10.080989 9.392224 6.932247 -0.2 -0.4 -0.6
H 10.396805 11.023292 7.509395 -0.4 -0.1 -0.2
H 11.886299 10.306538 8.844647 0.1 0.2 -0.1
H 11.624481 8.528024 8.986608 0.3 0.1 -0.1
H 10.954518 10.495112 11.298974 0.9 -0.6 -0.9
H 12.577093 9.589245 10.972537 -0.9 0.3 0.4
H 11.261151 8.212702 12.421458 0.3 0.0 0.8
H 9.163718 7.856819 10.436951 0.4 0.1 -0.7
H 8.907413 9.077752 11.608699 -0.1 0.4 0.2
H 9.646622 6.125724 12.107307 0.1 0.4 0.5
H 8.035644 6.684320 11.922133 -0.5 0.2 0.0
H 9.155802 9.348398 13.858141 -0.6 -0.3 0.2
H 8.174991 8.411106 15.108202 0.0 0.6 -0.5
H 7.482183 8.707394 13.443620 0.3 0.4 0.5
O 10.826791 8.909522 20.036264 0.3 1.0 0.0
C 9.734487 9.608239 19.459906 -1.3 -0.5 0.1
C 9.814078 11.114135 19.644482 -1.1 -1.0 -0.4
O 10.954914 11.588150 19.031486 1.0 0.6 0.3
H 11.487616 9.568065 19.785567 1.1 -0.4 0.4
H 9.690896 9.245308 18.445846 -0.2 0.6 -1.0
H 8.816257 9.272952 19.903669 -0.5 -0.4 0.6
H 9.883169 11.284270 20.706247 -0.1 0.3 0.6
H 8.879129 11.580785 19.245756 0.6 -0.3 0.3
H 10.680819 11.984165 18.205101 0.1 0.1 -1.0
O 8.375515 11.772606 14.655766 -1.5 0.5 -0.1
C 8.673136 12.228214 13.319883 0.8 2.2 0.9
C 7.421687 12.387458 12.496613 0.7 1.1 0.4
O 6.582459 13.225039 13.300570 0.9 -0.4 0.1
H 7.505159 12.201784 14.883456 1.1 -0.5 -0.3
H 9.259666 13.216635 13.448872 -1.0 -1.4 -0.6
H 9.329649 11.529880 12.873493 0.8 -0.8 -0.4
H 6.980866 11.439550 12.323366 -0.7 -1.2 0.0
H 7.604225 12.811514 11.495483 0.3 0.2 0.4
H 5.812977 13.365098 12.789356 -1.5 0.4 -0.5
O 12.348015 9.826441 13.949102 -0.2 -0.1 0.4
C 11.788265 9.389057 15.208234 -0.5 -1.9 -1.0
C 12.813897 8.725993 16.106713 0.3 1.3 -0.4
O 13.194130 7.426684 15.714295 0.3 0.0 -0.4
H 12.506697 9.054257 13.376506 0.6 0.1 0.3
H 11.391558 10.248310 15.682508 -0.5 0.9 0.5
H 10.960979 8.673982 14.983108 0.3 0.5 0.3
H 12.522158 8.726585 17.166171 0.0 0.3 -0.5
H 13.631327 9.459509 15.930054 0.4 -1.0 0.5
H 12.463836 6.817640 15.923736 0.0 0.2 0.2
O 15.944542 7.534279 17.239169 1.6 0.1 1.2
C 15.517875 6.936502 18.432677 -1.1 -2.5 0.0
C 15.369261 5.393421 18.237767 1.9 -0.3 -0.3
O 14.585955 4.936678 17.147263 -0.7 0.1 1.0
H 15.199067 7.578788 16.676751 -1.6 0.1 -1.3
H 16.201733 7.084979 19.268380 0.1 0.3 -0.3
H 14.513807 7.167760 18.711186 -0.8 1.3 0.2
H 15.023067 4.846727 19.134283 -0.1 0.6 -0.3
H 16.413139 5.072360 18.076085 -0.1 -0.3 0.0
H 14.899652 5.264498 16.310633 0.4 0.4 -0.4
O 11.764940 12.487794 13.752503 -0.3 0.4 0.8
C 12.384852 12.786018 15.020372 0.1 -0.8 -1.2
C 11.422359 13.294785 16.027694 -1.3 0.9 0.5
O 10.436044 12.267737 16.394834 1.3 1.0 0.7
H 11.974254 11.562676 13.605764 -0.1 -0.7 -0.3
H 12.838380 11.873907 15.416622 0.4 0.2 -0.1
H 13.112671 13.523316 14.723557 0.7 0.4 0.8
H 10.926702 14.169748 15.574343 -0.2 -0.3 0.2
H 11.954604 13.728781 16.936930 -0.7 -1.1 -0.8
H 9.611548 12.275101 15.877484 0.3 0.2 -0.5
O 10.490425 6.060939 15.637035 1.3 -0.8 0.8
C 9.787570 5.934155 16.850869 0.4 -0.3 0.2
C 10.764684 5.890500 18.055783 -1.3 -0.1 -1.6
O 11.581173 7.021204 18.043552 0.4 -0.1 0.1
H 10.035602 6.630719 15.038037 -0.8 0.5 -1.0
H 9.145752 6.805871 16.999280 -0.2 0.1 0.0
H 9.156434 5.024687 16.820569 0.2 0.3 0.2
H 11.399973 5.018082 18.011924 0.2 -0.3 0.0
H 10.061916 5.817197 18.870609 0.2 0.1 1.0
H 11.224904 7.717002 18.599208 -0.2 0.1 0.6
O 13.426836 7.555343 12.747202 0.1 0.6 -0.6
C 13.814280 6.973166 11.434580 0.1 2.0 1.6
C 15.225981 6.457633 11.636591 -1.1 0.6 -1.0
O 16.074671 7.530333 11.843349 0.1 0.8 0.2
H 13.150241 6.920909 13.430939 0.5 -0.1 -0.4
H 13.019722 6.300117 11.258743 -0.4 -1.1 -1.0
H 13.820958 7.853125 10.713878 -0.1 -1.2 0.8
H 15.585555 5.999976 10.752826 0.2 -0.9 -1.0
H 15.199943 5.765487 12.441691 0.3 -0.8 0.9
H 15.689014 8.027155 12.586859 0.3 -0.1 0.2
O 16.976392 6.483965 14.603424 1.2 1.6 0.1
C 17.748930 7.661453 14.164036 0.2 -1.7 -1.2
C 17.082520 8.904410 14.622730 0.2 0.0 2.0
O 15.726215 8.892402 14.218226 -0.1 0.3 0.0
H 17.070305 6.656842 15.553414 -0.6 -0.8 0.2
H 18.759670 7.588975 14.566977 0.1 0.1 0.2
H 17.839205 7.604262 13.060555 -0.2 0.0 0.8
H 17.652326 9.779283 14.350745 0.0 0.4 -0.7
H 17.128284 8.927672 15.749044 -0.3 -0.1 -0.9
H 15.525665 9.679912 13.715879 -0.2 0.4 0.0
```
Positions in Å, forces in eV/Å.

Results
SMILES string: COCCNCCOC.OCCO.OCCO.OCCO.OCCO.OCCO.OCCO.OCCO.OCCO
Frontier orbital gap in eV: 9.07
LUMO energy in eV: 0.349

Mulliken atomic charge list, values in e, 6 entries: C -0.823; O -0.229; C -1.117; C 0.361; N 0.571; C -0.311

---

Short version: electronic energy = -4812.0214 -2284.8883 a.u., in the order given.
Short version: energy above the lowest of the compared OMol25 structures with the same formula, charge and spin = 0.000 0.512 eV, in the order given.